The following is a DFT calculation (the ωB97M-V functional and the def2-TZVPD basis) of a structure of composition C4H13N4 in a non-equilibrium geometry.

The geometry in XYZ format:
```
21
Properties=species:S:1:pos:R:3:forces:R:3
H 2.8095 -1.0097 0.6139 -0.054 0.393 0.759
N -2.3958 0.6531 -0.4804 -0.813 -3.039 0.743
H -2.0841 1.5424 -0.4983 1.236 3.762 -0.127
H 2.5747 0.6708 0.6131 1.354 2.382 -0.625
H -1.1944 -1.9622 0.9056 -0.548 0.329 -0.618
C 0.8917 -0.3880 0.3380 -1.752 0.826 -1.785
H 2.1693 -0.1319 2.1088 -0.131 -0.244 -0.457
H 0.4570 -1.2911 0.7081 -0.120 -0.556 0.120
H -2.6582 -2.0048 -0.0961 1.801 1.313 0.738
N -0.0905 0.6438 0.6839 -3.031 -3.340 2.216
H 0.0856 2.1046 -0.7981 -0.160 -0.761 2.268
N -0.0333 1.8415 0.2563 0.209 2.835 -3.451
N -1.8037 -1.4438 0.2569 -2.220 -4.321 0.622
H 1.8342 0.3136 -1.4413 -0.591 -0.541 -0.417
C -1.7024 -0.1884 0.2090 3.848 3.535 -0.690
H 0.1137 -0.3012 -1.7997 1.022 -0.300 0.589
C 1.0621 -0.4534 -1.2127 0.158 0.650 1.221
H -0.4411 2.5736 0.8304 0.351 -0.235 -0.007
H -3.2566 0.4513 -0.8979 -1.448 -0.295 -0.690
C 2.1782 -0.1854 1.0112 0.677 -1.949 0.650
H 1.4841 -1.4347 -1.3107 0.211 -0.444 -1.059
```
Positions in Å, forces in eV/Å.

## Properties
Highest occupied orbital energy   -13.02 eV
Total charge   +1
HOMO-LUMO gap   9.76 eV
Energy   -378.892298 hartree
ΔE to the lowest compared entry with this formula, charge and spin   90.0 kcal/mol

Results of the Mulliken charge analysis, in e, for atoms 1 through 5:
1 H 0.36
2 N -0.24
3 H 0.17
4 H 0.41
5 H 0.26

The following is a DFT calculation (the ωB97M-V functional and the def2-TZVPD basis) of the ion C5H12N3 with charge +1 in a non-equilibrium geometry.

The geometry in XYZ format:
```
20
Properties=species:S:1:pos:R:3:forces:R:3
H 1.6507 -1.3291 -1.3518 -1.061 1.093 -1.139
H 0.5503 2.0888 -0.1449 0.984 1.042 -0.607
H 1.8078 0.4674 -1.6521 -0.894 -0.980 -0.094
H -1.7811 1.9045 -0.4833 -0.086 -0.028 -0.695
H 2.8182 0.5208 0.6186 -1.646 -1.279 0.294
H -0.3473 -1.8303 -0.0919 -0.017 -0.996 0.467
H -3.7265 -0.4129 0.3452 0.102 0.565 0.804
C -1.7238 -0.0145 0.1557 2.012 -5.422 3.674
H 1.6602 0.0201 2.0310 0.618 0.049 -2.009
H 0.2370 -0.2850 -2.0079 -2.775 -0.191 -2.334
N -1.2863 1.1616 -0.0267 3.445 4.736 -0.931
N -0.3552 -0.9913 0.4774 -1.508 2.592 -2.421
C 0.1483 1.2995 0.4133 -2.841 -1.918 -2.446
C 1.9632 -0.1998 0.9201 -0.126 4.127 2.623
H 2.2597 -1.1344 1.0113 2.155 -4.480 -0.025
H 0.0350 1.5150 1.4219 0.780 0.217 2.110
C 0.7359 -0.1368 0.0770 -0.572 3.218 0.995
N -2.8279 -0.6493 -0.0432 -3.880 -2.251 -1.309
C 1.0585 -0.3539 -1.4371 4.796 -0.243 3.667
H -2.8766 -1.6406 -0.2326 0.512 0.149 -0.621
```
Positions in Å, forces in eV/Å.

## Properties
Highest occupied orbital energy (spin up / spin down)   -9.36 / -14.19 eV
Total charge   +1
HOMO-LUMO gap (spin up / spin down)   6.55 / 6.32 eV
Energy   -361.509119 hartree
Spin multiplicity   3
Expectation value of S²   2.01
ΔE to the lowest compared entry with this formula, charge and spin   41.5 kcal/mol

Results of the Mulliken charge analysis, in e, for atoms 1 through 5:
1 H 0.40
2 H 0.43
3 H 0.34
4 H 0.23
5 H 0.33

The following is a DFT calculation (the ωB97M-V functional and the def2-TZVPD basis) of a structure of composition C8H32HgO8 in a non-equilibrium geometry.

The geometry in XYZ format:
```
49
Properties=species:S:1:pos:R:3:forces:R:3
H 8.0160 19.1657 2.4471 -0.113 -0.087 -0.116
O 12.1764 17.2806 9.2120 -0.929 0.746 0.960
O 12.5635 18.5951 4.4628 0.359 0.208 0.111
O 6.1976 15.3203 4.9010 1.019 0.293 0.733
H 5.3831 20.3480 7.1004 0.719 0.347 -0.246
H 12.5754 19.7747 2.7661 -0.175 0.082 -0.104
C 5.7265 14.0021 4.9980 -1.233 -1.209 -0.528
H 7.0442 16.6028 10.3809 -0.034 0.320 -0.039
H 10.5397 22.0335 9.8947 0.560 -0.091 -0.439
O 10.4338 13.9293 5.7885 -0.146 0.401 -0.240
H 8.9619 14.5576 10.4814 0.497 0.819 -0.081
O 5.6060 19.4317 7.2801 0.427 0.295 -0.207
O 10.0711 21.1693 7.9574 0.029 -0.227 0.619
H 9.3535 22.8302 8.8468 -0.263 0.121 0.491
H 3.5365 19.2916 7.0803 0.048 0.542 -0.048
Hg 9.1522 17.6176 6.5620 -0.010 0.021 0.096
O 8.2637 19.6062 3.2633 0.262 -0.128 0.749
C 9.7395 21.8648 9.1740 -0.416 0.102 -0.094
H 9.8571 12.7799 4.0759 -0.490 -0.310 0.656
H 7.4610 14.1046 9.9656 -0.662 -0.127 0.157
C 7.9326 14.9139 10.5231 0.277 -1.303 -0.073
H 6.7476 21.0567 3.1296 -0.151 -0.201 0.065
H 5.4839 15.8360 4.5186 -0.103 0.134 -0.005
O 7.6782 16.1226 9.8433 0.244 0.168 -0.029
H 4.7435 13.9376 5.4644 -0.259 0.286 -0.170
H 4.2465 17.8718 7.5968 0.761 -0.204 0.059
H 12.9877 16.8417 8.9460 0.139 0.051 -0.004
H 8.9996 21.3002 9.7414 -0.217 -0.005 -0.459
C 12.8276 18.7591 3.0710 -0.319 -0.075 -0.093
H 12.1882 18.0421 2.5561 0.253 0.104 -0.344
H 13.8896 18.6112 2.8749 -0.159 -0.251 -0.268
H 10.5966 21.7941 7.4523 0.224 -0.118 -0.225
H 8.2365 21.3938 2.2796 0.071 0.221 -0.063
H 11.5283 12.6609 4.5992 0.048 -0.085 -0.029
H 6.2762 13.2266 5.5313 1.038 0.911 0.234
H 10.8902 14.0356 3.7220 0.243 0.686 0.598
C 7.8311 20.9540 3.1909 -0.160 0.481 -0.464
H 7.6540 14.8976 11.5767 -0.248 0.218 -0.176
H 11.7087 18.2487 11.1308 -0.551 -0.575 -0.602
H 13.4509 18.6591 4.8235 -0.132 -0.093 0.797
H 5.6587 13.6241 3.9779 -0.282 -0.268 -0.186
H 13.3130 17.5872 10.8834 0.111 0.337 0.189
H 4.1459 19.1833 8.7373 0.093 0.198 0.140
C 10.6761 13.3370 4.5308 0.438 -0.495 -1.243
H 8.1746 21.5465 4.0389 0.185 -0.433 0.056
H 10.5727 13.2246 6.4254 -0.148 0.032 0.305
C 4.3687 18.9503 7.6960 -1.859 -1.271 0.288
C 12.4916 18.1033 10.3865 0.838 -0.546 -0.564
H 12.8040 19.1012 10.0788 0.177 -0.020 -0.161
```
Positions in Å, forces in eV/Å.

## Properties
Highest occupied orbital energy   -15.49 eV
Total charge   +2
HOMO-LUMO gap   2.86 eV
Energy   -1078.353864 hartree
ΔE to the lowest compared entry with this formula, charge and spin   196.3 kcal/mol

Results of the Mulliken charge analysis, in e, for atoms 1 through 5:
1 H 0.31
2 O -0.44
3 O -0.41
4 O -0.41
5 H 0.32